The following is a quantum chemistry calculation of a structure of composition C35H51NP2Ru at a distorted geometry, from the Open Molecules 2025 dataset.

Atoms and positions in Å:
1 Ru -1.52921 0.46585 0.82686
2 C -0.43066 0.27231 2.90677
3 C -1.59487 -0.64257 2.68176
4 C 0.40733 -1.75833 2.18101
5 C 0.75894 -0.45171 2.59127
6 C -0.99414 -1.90430 2.23520
7 C -0.42968 1.40893 3.87304
8 H -1.41499 1.88099 3.97472
9 H 0.30752 2.16923 3.57612
10 H -0.13249 1.05856 4.87971
11 C 2.14476 -0.05328 2.88197
12 H 2.21976 1.00068 3.16006
13 H 2.76489 -0.22846 1.99475
14 H 2.58470 -0.64980 3.69655
15 C 1.39418 -2.83663 1.96785
16 H 1.89939 -3.14694 2.90177
17 H 2.18102 -2.48084 1.28789
18 H 0.93333 -3.73028 1.53177
19 C -1.70550 -3.19786 2.12720
20 H -1.54503 -3.81109 3.02978
21 H -1.33168 -3.79231 1.28282
22 H -2.78875 -3.06537 2.02178
23 C -2.75727 -0.65550 3.62244
24 H -2.50974 -1.17663 4.56498
25 H -3.60316 -1.17506 3.17255
26 H -3.07534 0.35112 3.88457
27 C -1.93868 3.09075 -2.26066
28 C -2.66784 3.53299 -1.15858
29 C -4.18574 3.60963 -1.15619
30 C -4.90799 2.39279 -1.77380
31 C -4.16435 1.11351 -1.57634
32 C -3.35203 0.59364 -2.54429
33 C -2.95038 1.32729 -3.82433
34 C -2.55138 2.79161 -3.59103
35 H -4.46631 4.51239 -1.73148
36 H -5.08322 2.57032 -2.85076
37 H -4.57250 3.77173 -0.13622
38 H -3.40763 3.46858 -3.76463
39 H -0.85717 3.23546 -2.34637
40 H -2.26844 4.29448 -0.46752
41 H -1.76689 3.04396 -4.33102
42 H -2.08486 0.79520 -4.26066
43 H -3.19552 -0.48459 -2.65894
44 H -3.75506 1.26133 -4.57737
45 H -5.90261 2.30946 -1.29286
46 H -4.48967 0.54360 -0.70852
47 P -1.01565 2.39766 -0.18928
48 C 0.61262 3.15812 -0.06484
49 C -2.30238 2.40621 1.18278
50 P -1.73075 -1.19855 -0.66813
51 C -1.02181 0.75597 -1.13030
52 C -3.41821 -1.84172 -0.57076
53 C -0.61918 -2.23882 -1.62955
54 H 1.42344 2.41046 -0.04118
55 H 0.67349 3.72018 0.88103
56 H 0.84613 3.85901 -0.88922
57 H -3.32396 2.51627 0.83334
58 H -1.96422 3.29544 1.71233
59 H -2.37079 1.58992 1.96117
60 H -0.85746 -2.11319 -2.70667
61 H -0.79764 -3.28240 -1.28465
62 H 0.44070 -1.96470 -1.44723
63 H -0.06837 0.57398 -1.64251
64 H -1.83722 0.82231 -1.89194
65 H -3.30804 -2.91605 -0.37123
66 H -3.97288 -1.65446 -1.49089
67 H -3.90773 -1.35305 0.28531
68 C 2.38650 -1.47912 -3.70215
69 C 2.17907 -0.29738 -2.98221
70 C 2.53291 -0.23226 -1.63482
71 C 3.18021 -1.33186 -1.01093
72 C 3.33523 -2.53168 -1.74804
73 C 2.94197 -2.60022 -3.08035
74 N 3.63759 -1.23089 0.28095
75 C 4.95651 -1.24118 0.59688
76 C 5.38493 -1.82512 1.83423
77 C 6.72913 -1.83819 2.18078
78 C 7.68175 -1.25229 1.33355
79 C 7.27837 -0.65380 0.13164
80 C 5.93904 -0.65575 -0.24264
81 H 2.10966 -1.52021 -4.75784
82 H 1.76015 0.58635 -3.46997
83 H 2.39922 0.67488 -1.03540
84 H 3.79769 -3.38272 -1.24023
85 H 3.08823 -3.52593 -3.63119
86 H 4.60925 -2.27070 2.46749
87 H 7.02803 -2.30847 3.11413
88 H 8.73647 -1.26498 1.61639
89 H 8.02384 -0.18341 -0.52387
90 H 5.61912 -0.20249 -1.17764

<S²> = 6.118
LUMO level (alpha / beta) = -0.2414 / -0.2545 Ha
Total charge = +2
Max |F| = 4.97 eV/A
2S+1 = 5
HOMO energy (alpha / beta) = -11.82 / -12.70 eV

Atomic partial charges in e from the Löwdin method, atoms 1 to 6: 0.800, -0.283, -0.392, -0.194, -0.179, -0.227